The following is a DFT calculation (ωB97M-V/def2-TZVPD) of 12 unconnected molecules or ions with the total composition C53H78Cl2F4O21 at a distorted geometry.

Its expectation value of S² is 0.77. The calculation puts the calculated total energy at -4965.75651 a.u. Its spin multiplicity is 2. Its charge is +1.

Cartesian coordinates (Å):
C1 0.696 2.544 -6.721
Cl1 1.620 2.501 -8.162
Cl2 1.012 1.121 -5.653
H1 0.952 3.459 -6.186
H2 -0.340 2.422 -7.037
C2 5.676 -0.849 1.286
C3 4.999 -2.206 1.731
O1 6.048 -3.115 2.086
C4 5.964 -3.938 3.179
O2 4.947 -4.306 3.669
O3 7.234 -4.387 3.463
C5 7.454 -5.203 4.595
H3 6.301 -0.764 0.397
H4 6.207 -0.459 2.154
H5 4.883 -0.117 1.130
H6 4.259 -2.644 1.061
H7 4.307 -1.993 2.546
H8 7.338 -4.653 5.529
H9 8.509 -5.427 4.749
H10 6.945 -6.167 4.611
C6 1.004 -4.399 -6.428
C7 1.819 -3.709 -5.266
O4 1.576 -4.114 -3.943
C8 2.053 -5.317 -3.528
O5 2.410 -6.176 -4.243
O6 2.039 -5.254 -2.134
C9 2.661 -6.350 -1.456
H11 1.088 -5.478 -6.557
H12 1.364 -3.996 -7.375
H13 -0.034 -4.073 -6.349
H14 1.754 -2.622 -5.209
H15 2.887 -3.853 -5.425
H16 3.577 -6.559 -2.007
H17 1.954 -7.180 -1.456
H18 2.825 -6.125 -0.402
C10 1.569 1.201 1.774
C11 0.221 1.204 1.088
O7 0.184 0.028 0.216
C12 0.234 0.158 -1.145
O8 0.318 1.173 -1.802
O9 0.024 -1.019 -1.683
C13 -0.263 -1.210 -3.159
H19 1.872 0.251 2.214
H20 1.532 2.055 2.451
H21 2.415 1.513 1.161
H22 -0.012 2.120 0.546
H23 -0.650 1.139 1.740
H24 0.719 -1.275 -3.628
H25 -0.632 -0.297 -3.624
H26 -0.819 -2.132 -3.330
C14 -4.525 3.432 -6.783
C15 -3.454 2.425 -6.396
O10 -3.240 2.520 -4.936
C16 -2.293 3.411 -4.494
O11 -1.574 4.017 -5.277
O12 -2.159 3.266 -3.102
C17 -1.132 4.062 -2.605
H27 -4.499 3.416 -7.873
H28 -4.264 4.453 -6.504
H29 -5.552 3.255 -6.465
H30 -2.531 2.603 -6.948
H31 -3.708 1.420 -6.732
H32 -0.264 4.213 -3.247
H33 -0.782 3.552 -1.707
H34 -1.561 5.028 -2.339
C18 -3.572 -4.643 -5.275
C19 -2.551 -5.562 -4.613
O13 -1.809 -4.933 -3.556
C20 -2.220 -4.975 -2.286
O14 -3.146 -5.640 -1.863
O15 -1.611 -4.008 -1.658
C21 -2.138 -3.692 -0.389
H35 -4.244 -5.218 -5.913
H36 -2.974 -3.921 -5.830
H37 -4.281 -4.214 -4.567
H38 -1.834 -5.828 -5.390
H39 -3.127 -6.468 -4.422
H40 -1.909 -4.435 0.374
H41 -3.201 -3.453 -0.420
H42 -1.638 -2.788 -0.041
C22 -3.952 2.069 0.946
C23 -3.599 1.366 -0.407
O16 -4.619 0.448 -0.828
C24 -4.765 -0.840 -0.338
O17 -3.880 -1.296 0.469
O18 -5.743 -1.456 -0.976
C25 -6.206 -2.765 -0.703
H43 -4.972 2.454 0.936
H44 -3.219 2.875 0.950
H45 -3.797 1.382 1.778
H46 -2.621 0.885 -0.423
H47 -3.499 2.156 -1.151
H48 -6.600 -2.864 0.308
H49 -5.367 -3.440 -0.873
H50 -6.898 -3.165 -1.445
C26 1.816 7.947 9.173
C27 1.014 8.371 7.903
O19 1.516 7.630 6.799
C28 1.289 6.282 6.574
O20 0.567 5.558 7.277
O21 1.891 5.903 5.408
C29 1.726 4.534 5.020
H51 1.524 6.961 9.534
H52 1.571 8.660 9.961
H53 2.879 7.895 8.941
H54 0.943 9.419 7.611
H55 0.003 8.009 8.089
H56 2.219 4.218 4.100
H57 0.688 4.218 4.919
H58 2.146 3.797 5.704
F1 1.221 -1.671 5.703
C30 0.850 -2.165 4.539
C31 1.475 -3.338 4.183
C32 1.093 -4.019 3.000
C33 0.157 -3.501 2.183
C34 -0.546 -2.317 2.595
C35 -0.193 -1.634 3.765
H59 1.955 -3.915 4.959
H60 1.372 -5.042 2.795
H61 -0.047 -4.109 1.313
H62 -1.392 -2.007 2.000
H63 -0.712 -0.707 3.963
F2 -1.462 3.475 3.750
C36 -1.956 2.983 4.876
C37 -2.769 3.787 5.656
C38 -3.424 3.274 6.790
C39 -3.145 1.956 7.221
C40 -2.302 1.160 6.433
C41 -1.706 1.688 5.323
H64 -3.004 4.813 5.412
H65 -4.047 3.815 7.487
H66 -3.521 1.642 8.183
H67 -2.086 0.225 6.929
H68 -0.949 1.320 4.647
F3 -5.086 -0.222 -8.999
C42 -4.743 -0.623 -7.819
C43 -3.457 -0.989 -7.471
C44 -3.041 -0.962 -6.091
C45 -4.111 -0.945 -5.151
C46 -5.439 -0.833 -5.539
C47 -5.765 -0.575 -6.856
H69 -2.771 -0.933 -8.303
H70 -2.023 -1.033 -5.737
H71 -3.814 -0.922 -4.113
H72 -6.174 -0.787 -4.749
H73 -6.764 -0.357 -7.202
F4 4.091 1.884 3.636
C48 5.259 2.570 3.648
C49 6.453 2.035 3.947
C50 7.689 2.711 3.754
C51 7.649 4.006 3.293
C52 6.460 4.658 2.926
C53 5.268 3.893 3.116
H74 6.521 1.005 4.263
H75 8.626 2.225 3.981
H76 8.547 4.578 3.110
H77 6.490 5.600 2.399
H78 4.313 4.272 2.784